#P
{
  "formula": "C30H32Cl5HfN8O5S",
  "method": "ωB97M-V with the def2-TZVPD basis set",
  "charge": 1,
  "lumo_ev": -2.44,
  "species": ["Hf", "C", "O", "C", "C", "C", "C", "C", "C", "N", "N", "C", "O", "C", "C", "C", "C", "C", "C", "C", "O", "H", "H", "H", "H", "H", "H", "H", "H", "H", "H", "H", "H", "Cl", "C", "C", "C", "Cl", "C", "Cl", "C", "Cl", "C", "Cl", "N", "C", "C", "C", "C", "N", "C", "N", "N", "C", "O", "O", "H", "H", "H", "H", "H", "H", "H", "H", "H", "H", "H", "H", "H", "H", "S", "C", "N", "C", "C", "N", "H", "H", "H", "H", "H", "H"],
  "positions_angstrom": [[-0.69, -1.19, -0.10], [-0.60, -5.69, 1.72], [0.28, -4.81, 2.42], [1.36, -4.41, 1.70], [2.62, -4.87, 2.03], [3.75, -4.43, 1.35], [3.61, -3.52, 0.32], [2.35, -3.01, -0.02], [2.22, -2.15, -1.19], [1.22, -1.39, -1.39], [1.06, -0.90, -2.69], [-0.19, -1.01, -2.99], [-1.07, -1.49, -2.13], [-0.68, -0.54, -4.30], [0.20, 0.04, -5.21], [-0.28, 0.53, -6.42], [-1.63, 0.42, -6.73], [-2.50, -0.18, -5.83], [-2.03, -0.67, -4.62], [1.20, -3.46, 0.66], [-0.02, -3.01, 0.39], [-0.08, -6.61, 1.45], [-1.00, -5.22, 0.82], [-1.42, -5.92, 2.40], [2.70, -5.58, 2.85], [4.73, -4.81, 1.62], [4.47, -3.20, -0.24], [2.96, -2.24, -1.99], [1.25, 0.11, -4.96], [0.41, 0.98, -7.12], [-2.00, 0.79, -7.67], [-3.55, -0.28, -6.08], [-2.70, -1.13, -3.91], [-3.15, 0.63, -1.58], [-3.85, -0.47, -0.41], [-2.98, -1.27, 0.32], [-3.58, -2.02, 1.33], [-2.54, -2.91, 2.40], [-4.96, -2.05, 1.55], [-5.63, -3.01, 2.81], [-5.79, -1.28, 0.74], [-7.49, -1.31, 0.97], [-5.23, -0.46, -0.25], [-6.23, 0.53, -1.22], [0.61, -0.91, 1.93], [0.84, 0.49, 2.34], [0.83, 0.62, 3.87], [0.98, 2.00, 4.50], [2.26, 2.76, 4.18], [2.23, 3.27, 2.82], [3.20, 3.96, 2.26], [4.28, 4.31, 2.98], [3.12, 4.31, 0.98], [-0.19, 1.35, 1.61], [-0.26, 2.56, 1.84], [-0.91, 0.74, 0.74], [-0.03, -1.37, 2.58], [1.47, -1.45, 1.96], [1.80, 0.80, 1.92], [1.63, -0.03, 4.25], [-0.11, 0.19, 4.23], [0.95, 1.86, 5.58], [0.12, 2.63, 4.25], [3.13, 2.10, 4.30], [2.36, 3.58, 4.89], [1.35, 3.15, 2.30], [4.26, 4.25, 3.99], [5.02, 4.84, 2.57], [2.52, 3.75, 0.35], [3.86, 4.83, 0.55], [1.72, 2.01, -0.94], [0.29, 2.69, -1.55], [-0.17, 2.45, -2.78], [-1.37, 3.23, -3.08], [-1.74, 3.80, -1.70], [-0.53, 3.54, -0.91], [0.35, 1.91, -3.45], [-2.15, 2.59, -3.50], [-1.14, 4.02, -3.80], [-2.59, 3.30, -1.26], [-1.94, 4.87, -1.74], [-0.55, 3.51, 0.10]],
  "mulliken_charge": [1.25, -0.69, -0.44, 0.32, -0.47, -0.74, -0.94, 0.84, -0.60, 0.58, -0.68, 0.48, -0.88, 0.49, -0.27, -0.75, -0.44, -0.85, -0.35, 0.57, -0.80, 0.36, 0.20, 0.25, 0.51, 0.41, 0.50, 0.52, 0.51, 0.43, 0.42, 0.43, 0.54, 0.01, 0.73, -1.46, 1.21, -0.19, -0.51, -0.18, 0.68, -0.18, -0.36, -0.19, -0.45, 0.17, -0.87, -1.16, -1.04, 0.11, 0.72, -0.37, -0.26, -0.23, -0.96, 0.05, 0.29, 0.32, 0.41, 0.41, 0.47, 0.49, 0.36, 0.50, 0.69, 0.18, 0.19, 0.22, -0.10, 0.21, -0.44, 0.13, 0.06, -0.51, -0.60, -0.05, 0.20, 0.24, 0.42, 0.25, 0.35, 0.33]
}

***

#Q
{
  "formula": "C30H32Cl5HfN8O5S",
  "method": "ωB97M-V with the def2-TZVPD basis set",
  "charge": 1,
  "lumo_ev": -2.58,
  "species": ["Hf", "C", "O", "C", "C", "C", "C", "C", "C", "N", "N", "C", "O", "C", "C", "C", "C", "C", "C", "C", "O", "H", "H", "H", "H", "H", "H", "H", "H", "H", "H", "H", "H", "Cl", "C", "C", "C", "Cl", "C", "Cl", "C", "Cl", "C", "Cl", "N", "C", "C", "C", "C", "N", "C", "N", "N", "C", "O", "O", "H", "H", "H", "H", "H", "H", "H", "H", "H", "H", "H", "H", "H", "H", "S", "C", "N", "C", "C", "N", "H", "H", "H", "H", "H", "H"],
  "positions_angstrom": [[0.07, 1.03, -0.18], [-4.39, 1.39, -0.31], [-4.51, 0.54, 0.82], [-3.74, -0.57, 0.92], [-4.31, -1.62, 1.63], [-3.63, -2.82, 1.83], [-2.37, -2.98, 1.30], [-1.76, -1.92, 0.62], [-0.47, -2.16, 0.00], [0.31, -1.23, -0.42], [1.44, -1.63, -1.13], [1.85, -0.61, -1.85], [1.27, 0.54, -1.82], [3.00, -0.79, -2.76], [3.66, 0.34, -3.24], [4.75, 0.20, -4.07], [5.19, -1.06, -4.44], [4.53, -2.19, -3.97], [3.44, -2.06, -3.13], [-2.42, -0.69, 0.43], [-1.82, 0.32, -0.19], [-5.33, 1.95, -0.35], [-4.26, 0.81, -1.22], [-3.56, 2.08, -0.20], [-5.31, -1.48, 2.01], [-4.11, -3.62, 2.38], [-1.84, -3.92, 1.41], [-0.17, -3.20, -0.16], [3.30, 1.32, -2.95], [5.26, 1.08, -4.44], [6.05, -1.17, -5.09], [4.87, -3.18, -4.27], [2.90, -2.93, -2.78], [1.57, 3.65, -0.97], [0.25, 4.16, 0.06], [-0.48, 3.14, 0.66], [-1.50, 3.57, 1.49], [-2.43, 2.37, 2.37], [-1.83, 4.91, 1.68], [-3.13, 5.37, 2.70], [-1.08, 5.89, 1.03], [-1.46, 7.55, 1.23], [-0.01, 5.51, 0.21], [0.94, 6.69, -0.59], [0.00, 0.29, 2.15], [1.23, -0.48, 2.41], [1.64, -0.51, 3.88], [2.90, -1.30, 4.23], [2.90, -2.77, 3.81], [3.08, -2.87, 2.36], [2.94, -3.97, 1.66], [2.88, -3.90, 0.33], [2.84, -5.16, 2.27], [2.30, 0.08, 1.47], [3.40, -0.46, 1.36], [1.92, 1.11, 0.81], [0.06, 1.20, 2.61], [-0.83, -0.17, 2.51], [1.02, -1.50, 2.09], [0.79, -0.90, 4.45], [1.79, 0.52, 4.23], [3.01, -1.28, 5.32], [3.78, -0.82, 3.81], [1.97, -3.26, 4.10], [3.73, -3.28, 4.32], [3.31, -1.98, 1.87], [2.61, -3.04, -0.15], [2.87, -4.75, -0.22], [3.14, -5.25, 3.23], [2.76, -6.01, 1.73], [-1.02, 2.40, -2.57], [-2.66, 2.33, -2.96], [-3.53, 3.33, -2.83], [-4.83, 3.04, -3.43], [-4.66, 1.58, -3.90], [-3.29, 1.28, -3.51], [-3.22, 4.24, -2.54], [-5.03, 3.72, -4.26], [-5.63, 3.14, -2.70], [-4.79, 1.47, -4.98], [-5.36, 0.91, -3.40], [-2.77, 0.47, -3.80]],
  "mulliken_charge": [0.95, -0.49, -0.49, -0.22, -0.59, -0.86, -0.81, 0.67, -0.82, 1.17, -0.89, 0.48, -0.39, 0.33, -0.38, -0.75, -0.39, -0.76, -0.33, 1.09, -1.53, 0.19, 0.34, 0.13, 0.49, 0.41, 0.48, 0.46, 0.46, 0.42, 0.40, 0.41, 0.46, -0.11, 1.11, -1.14, 1.28, -0.15, -0.51, -0.18, 0.75, -0.18, -0.55, -0.18, -0.65, 0.04, -0.89, -1.24, -0.90, -0.03, 0.72, -0.15, -0.40, 0.74, -0.85, -0.55, 0.45, 0.36, 0.21, 0.40, 0.42, 0.49, 0.38, 0.49, 0.62, 0.24, 0.08, 0.24, 0.21, 0.23, -0.19, -0.04, 0.05, -0.43, -0.51, 0.01, 0.21, 0.35, 0.24, 0.35, 0.29, 0.21]
}

***

Stability verdict: #Q, ahead by 0.0094 hartree

***

#P
{
  "formula": "C26H25IOPS3Sb2Se4W",
  "method": "ωB97M-V with the def2-TZVPD basis set",
  "lumo_ev": [-1.75, -2.29],
  "spin_multiplicity": 2,
  "species": ["W", "S", "Sb", "S", "S", "I", "C", "C", "C", "C", "C", "C", "C", "C", "C", "P", "C", "C", "C", "C", "C", "C", "C", "C", "C", "C", "C", "C", "C", "H", "H", "H", "H", "H", "H", "H", "H", "H", "H", "H", "H", "H", "H", "H", "H", "Se", "Sb", "Se", "Se", "Se", "C", "C", "C", "C", "O", "H", "H", "H", "H", "H", "H", "H", "H", "H"],
  "positions_angstrom": [[0.45, 0.31, 3.11], [2.28, 3.51, 5.50], [2.96, 1.50, 4.84], [2.34, 1.21, 2.34], [1.00, -0.16, 5.20], [3.07, -1.16, -0.30], [2.00, -2.20, -1.76], [2.43, -3.48, -2.01], [1.96, -4.19, -3.13], [1.15, -3.57, -4.02], [0.69, -2.25, -3.80], [-0.07, -1.61, -4.80], [-0.52, -0.33, -4.62], [-0.31, 0.29, -3.38], [0.39, -0.30, -2.36], [0.09, 0.43, -0.67], [-1.72, 0.72, -0.83], [-2.34, 1.93, -1.10], [-3.73, 2.02, -1.13], [-4.51, 0.90, -0.90], [-3.90, -0.32, -0.65], [-2.51, -0.40, -0.61], [0.85, 2.08, -0.81], [0.49, 3.07, 0.11], [1.16, 4.28, 0.15], [2.20, 4.52, -0.74], [2.57, 3.55, -1.65], [1.90, 2.34, -1.69], [1.02, -1.56, -2.60], [3.17, -3.92, -1.36], [2.30, -5.21, -3.29], [0.84, -4.08, -4.93], [-0.29, -2.15, -5.71], [-1.07, 0.17, -5.40], [-0.79, 1.25, -3.21], [-1.75, 2.82, -1.28], [-4.19, 2.98, -1.33], [-5.59, 0.98, -0.93], [-4.50, -1.21, -0.48], [-2.04, -1.36, -0.40], [-0.29, 2.88, 0.83], [0.88, 5.03, 0.88], [2.73, 5.47, -0.70], [3.38, 3.73, -2.34], [2.20, 1.58, -2.41], [1.61, 7.17, 3.15], [0.33, 5.77, 4.55], [-0.59, 2.54, 3.66], [-1.93, 0.83, 2.79], [-0.67, 6.46, 6.56], [-1.75, -2.66, 2.59], [-0.25, -2.73, 2.42], [0.41, -3.48, 3.56], [0.14, -3.30, 1.06], [0.29, -1.39, 2.46], [-2.17, -3.67, 2.58], [-2.21, -2.09, 1.77], [-2.02, -2.18, 3.53], [0.13, -4.54, 3.50], [0.09, -3.10, 4.53], [1.50, -3.41, 3.49], [-0.32, -4.28, 0.94], [1.22, -3.41, 0.98], [-0.20, -2.65, 0.26]],
  "lowdin_spin": [0.01, 0.03, 0.01, 0.00, 0.00, 0.00, 0.00, 0.00, 0.00, 0.00, 0.00, 0.00, 0.00, 0.00, 0.00, 0.00, 0.00, 0.00, 0.00, 0.00, 0.00, 0.00, 0.00, 0.00, 0.00, 0.00, 0.00, 0.00, 0.00, 0.00, 0.00, 0.00, 0.00, 0.00, 0.00, 0.00, 0.00, 0.00, 0.00, 0.00, 0.00, 0.00, 0.00, 0.00, 0.00, 0.32, 0.24, 0.02, 0.01, 0.35, 0.00, 0.00, 0.00, 0.00, 0.00, 0.00, 0.00, 0.00, 0.00, 0.00, 0.00, 0.00, 0.00, 0.00]
}

***

#Q
{
  "formula": "C26H25IOPS3Sb2Se4W",
  "method": "ωB97M-V with the def2-TZVPD basis set",
  "lumo_ev": [-2.03, -3.14],
  "spin_multiplicity": 2,
  "species": ["W", "S", "Sb", "S", "S", "I", "C", "C", "C", "C", "C", "C", "C", "C", "C", "P", "C", "C", "C", "C", "C", "C", "C", "C", "C", "C", "C", "C", "C", "H", "H", "H", "H", "H", "H", "H", "H", "H", "H", "H", "H", "H", "H", "H", "H", "Se", "Sb", "Se", "Se", "Se", "C", "C", "C", "C", "O", "H", "H", "H", "H", "H", "H", "H", "H", "H"],
  "positions_angstrom": [[1.81, -0.90, -1.40], [1.56, -5.15, -1.56], [0.67, -3.73, -0.14], [-0.24, -1.88, -1.61], [2.42, -1.75, 0.54], [-2.35, 1.16, -2.01], [-4.04, 0.49, -0.90], [-5.08, 0.15, -1.71], [-6.38, 0.03, -1.19], [-6.60, 0.33, 0.12], [-5.53, 0.71, 0.97], [-5.80, 1.10, 2.31], [-4.79, 1.48, 3.14], [-3.46, 1.41, 2.69], [-3.14, 1.04, 1.41], [-1.38, 0.67, 0.99], [-0.53, 2.24, 1.38], [0.87, 2.26, 1.36], [1.57, 3.45, 1.21], [0.89, 4.64, 1.01], [-0.50, 4.64, 1.03], [-1.20, 3.46, 1.21], [-1.01, -0.52, 2.34], [-1.81, -1.66, 2.38], [-1.53, -2.71, 3.25], [-0.41, -2.64, 4.08], [0.40, -1.51, 4.04], [0.10, -0.46, 3.17], [-4.20, 0.74, 0.49], [-4.91, 0.00, -2.77], [-7.19, -0.27, -1.84], [-7.60, 0.31, 0.53], [-6.83, 1.09, 2.65], [-5.00, 1.80, 4.15], [-2.66, 1.64, 3.38], [1.43, 1.34, 1.41], [2.65, 3.42, 1.14], [1.44, 5.55, 0.80], [-1.04, 5.56, 0.88], [-2.28, 3.48, 1.19], [-2.69, -1.73, 1.73], [-2.17, -3.58, 3.27], [-0.19, -3.45, 4.75], [1.27, -1.45, 4.67], [0.74, 0.41, 3.17], [7.91, 0.62, -1.78], [5.97, 1.97, -1.53], [0.69, 1.25, -1.94], [3.25, 1.22, -1.62], [6.10, 4.29, -1.84], [3.88, -3.45, -4.02], [4.02, -2.10, -3.33], [5.09, -2.17, -2.25], [4.30, -0.99, -4.35], [2.74, -1.83, -2.67], [4.82, -3.67, -4.52], [3.08, -3.42, -4.77], [3.65, -4.23, -3.30], [6.08, -2.21, -2.71], [4.95, -3.06, -1.63], [5.07, -1.29, -1.60], [4.02, -1.32, -5.36], [5.35, -0.72, -4.35], [3.71, -0.09, -4.13]],
  "lowdin_spin": [-0.01, 0.01, 0.01, 0.02, 0.00, 0.03, 0.01, 0.00, 0.00, 0.00, 0.00, 0.00, 0.00, 0.00, 0.00, 0.00, 0.00, 0.00, 0.00, 0.00, 0.00, 0.00, 0.00, 0.00, 0.00, 0.00, 0.00, 0.00, 0.00, 0.00, 0.00, 0.00, 0.00, 0.00, 0.00, 0.00, 0.00, 0.00, 0.00, 0.00, 0.00, 0.00, 0.00, 0.00, 0.00, 0.40, 0.18, 0.16, 0.00, 0.21, 0.00, 0.00, 0.00, 0.00, 0.00, 0.00, 0.00, 0.00, 0.00, 0.00, 0.00, 0.00, 0.00, 0.00]
}

***

Stability verdict: #P, ahead by 0.0407 hartree

***

#P
{
  "formula": "C3H9N2O",
  "method": "ωB97M-V with the def2-TZVPD basis set",
  "charge": 1,
  "lumo_ev": [-5.93, -5.84],
  "species": ["C", "C", "C", "N", "N", "O", "H", "H", "H", "H", "H", "H", "H", "H", "H"],
  "positions_angstrom": [[0.13, -0.51, 1.06], [1.59, 0.43, -0.68], [0.23, 0.22, -0.17], [-2.90, -0.01, 0.23], [-0.78, 0.85, -0.64], [-2.91, -1.07, -0.46], [0.56, -0.04, 1.86], [0.55, -1.52, 0.87], [-0.96, -0.86, 1.23], [2.25, -0.11, -0.01], [1.68, 0.08, -1.75], [1.86, 1.57, -0.59], [-1.76, 0.52, -0.12], [-3.66, -1.66, -0.21], [-0.61, 1.60, -1.36]],
  "mulliken_charge": [-1.28, -1.18, 0.95, -0.25, -0.38, -0.12, 0.33, 0.39, 0.35, 0.34, 0.36, 0.35, 0.48, 0.42, 0.24]
}

***

#Q
{
  "formula": "C3H9N2O",
  "method": "ωB97M-V with the def2-TZVPD basis set",
  "charge": 1,
  "lumo_ev": -3.37,
  "species": ["C", "C", "C", "N", "N", "O", "H", "H", "H", "H", "H", "H", "H", "H", "H"],
  "positions_angstrom": [[0.55, -1.64, 0.09], [1.15, -0.72, 1.26], [-0.75, 0.27, 0.66], [-1.58, 1.28, 0.55], [-0.51, -0.71, -0.24], [0.17, 0.23, 1.65], [1.17, -1.82, -0.70], [0.04, -2.59, 0.49], [1.26, -1.24, 2.25], [2.14, -0.26, 0.93], [1.39, 0.21, -1.29], [-1.61, 2.01, 1.28], [-2.58, 1.15, 0.29], [-1.23, -0.87, -0.94], [1.37, 0.94, -1.37]],
  "mulliken_charge": [-0.55, -0.22, 0.45, -0.38, -0.12, -0.32, 0.37, 0.29, 0.32, 0.29, -0.24, 0.31, 0.32, 0.22, 0.26]
}

***

#R
{
  "formula": "C3H9N2O",
  "method": "ωB97M-V with the def2-TZVPD basis set",
  "charge": 1,
  "lumo_ev": -3.36,
  "species": ["O", "C", "C", "N", "H", "H", "H", "H", "H", "H", "C", "N", "H", "H", "H"],
  "positions_angstrom": [[1.70, -0.88, 0.49], [0.73, -1.25, 1.08], [-0.57, -1.50, 0.36], [-0.51, -0.83, -0.96], [0.69, -1.46, 2.16], [-0.68, -2.58, 0.27], [-1.38, -1.08, 0.95], [-1.25, -1.21, -1.56], [-0.63, 0.23, -0.83], [0.40, -0.99, -1.40], [0.69, 2.30, -0.13], [-0.45, 1.82, -0.37], [1.59, 1.71, -0.31], [0.86, 3.26, 0.36], [-1.21, 2.44, -0.09]],
  "mulliken_charge": [-0.44, 0.12, -0.58, -0.24, 0.39, 0.38, 0.33, 0.37, 0.32, 0.38, -0.26, -0.49, 0.26, 0.27, 0.19]
}

***

Stability verdict: #R, ahead by 0.0196 hartree

***

#P
{
  "formula": "C4H3NO",
  "method": "ωB97M-V with the def2-TZVPD basis set",
  "smiles": "C#CC#N.C=O",
  "lumo_ev": [-1.86, -1.86],
  "species": ["C", "C", "C", "N", "H", "C", "O", "H", "H"],
  "positions_angstrom": [[1.71, -0.87, -0.32], [0.77, -0.15, 0.04], [0.18, 0.65, 1.15], [0.30, 1.67, 1.72], [2.58, -1.44, -0.51], [-1.19, -0.03, -0.56], [-1.49, -0.20, 0.71], [-0.97, 0.94, -1.01], [-1.88, -0.58, -1.21]],
  "mulliken_charge": [-0.04, -0.29, 0.32, -0.47, 0.40, -0.11, -0.39, 0.29, 0.30]
}

***

#Q
{
  "formula": "C4H3NO",
  "method": "ωB97M-V with the def2-TZVPD basis set",
  "smiles": "C#CC(O)=C=N",
  "lumo_ev": 0.58,
  "species": ["C", "C", "C", "O", "C", "N", "H", "H", "H"],
  "positions_angstrom": [[2.34, 0.29, -0.17], [1.13, 0.35, -0.09], [-0.29, 0.37, -0.05], [-1.01, 1.40, -0.64], [-0.95, -0.69, 0.39], [-1.59, -1.67, 0.77], [3.40, 0.23, -0.25], [-1.26, 2.03, 0.04], [-1.75, -2.31, -0.01]],
  "mulliken_charge": [0.29, -0.24, -0.58, -0.46, 0.52, -0.52, 0.39, 0.32, 0.28]
}

***

#R
{
  "formula": "C4H3NO",
  "method": "ωB97M-V with the def2-TZVPD basis set",
  "smiles": "C=C=C=O.C#N",
  "lumo_ev": -1.41,
  "species": ["C", "C", "C", "O", "H", "H", "C", "N", "H"],
  "positions_angstrom": [[0.15, -0.68, 1.08], [0.24, 0.32, 0.20], [0.58, 1.26, -0.56], [0.88, 2.15, -1.29], [0.90, -1.39, 1.35], [-0.85, -1.03, 1.36], [3.83, -1.07, 0.50], [4.77, -1.28, 1.15], [2.83, -0.80, 0.16]],
  "mulliken_charge": [-0.74, -0.20, 0.97, -0.46, 0.20, 0.24, 0.35, -0.34, -0.02]
}

***

Stability verdict: #R, ahead by 0.0056 hartree